Entry 1:
C42H56BIrN8P2 as an isolated structure. Source: the Open Molecules 2025 dataset; level of theory: ωB97M-V/def2-TZVPD.

ORCA input file:
```
! RIJCOSX wB97M-V def2-TZVPD def2/J DEFGRID3
* xyz 2 1
Ir 0.0917 -0.7296 -0.2134
C -3.0150 -1.5843 -3.4244
C -1.7577 -1.3770 -2.8654
N -1.6247 -0.7962 -1.6724
C -2.7527 -0.3886 -1.0595
C -3.9995 -0.6757 -1.6124
N -4.1275 -1.2696 -2.7872
C -2.5885 0.3698 0.2026
C -3.5435 1.2995 0.5753
C -3.3720 2.0551 1.7428
C -2.2307 1.7955 2.5011
C -1.2685 0.8828 2.0636
N -1.4440 0.1824 0.9077
C -0.0368 0.7165 2.9208
C -0.1520 1.0242 4.2855
N 0.8329 0.8971 5.1487
C 2.0056 0.4258 4.7139
C 2.1972 0.0736 3.3936
N 1.1966 0.2121 2.4918
C -4.3222 3.1153 2.1298
C -5.6520 3.0796 1.7100
C -6.4936 4.1117 2.0854
N -6.1104 5.1431 2.8177
C -4.8510 5.1789 3.2142
C -3.9196 4.2030 2.9069
H -3.1128 -2.0314 -4.4040
H -0.8550 -1.6827 -3.3713
H -4.9123 -0.4387 -1.0868
H -4.3843 1.4731 -0.0731
H -2.0942 2.3565 3.4087
H -1.0904 1.3536 4.7030
H 2.8070 0.3174 5.4291
H 3.1300 -0.3131 3.0191
H -6.0501 2.2597 1.1346
H -7.5298 4.1025 1.7816
H -4.5626 6.0344 3.8077
H -2.9045 4.3260 3.2426
C -0.9302 -2.6171 3.0089
C -1.0788 -3.4053 1.7008
C -0.9882 -4.8992 2.0225
C -2.4569 -3.0946 1.1159
P 0.2389 -2.8363 0.5103
C 1.8349 -2.7495 1.4635
N 2.4173 -1.5216 1.0049
B 1.6971 -0.2273 1.0173
N 2.6102 0.6228 0.2235
C 2.4273 1.9676 -0.2032
P 0.9280 1.8988 -1.3085
C 0.3446 3.7008 -1.2378
C -0.7396 3.9456 -2.2891
C 1.4637 4.7340 -1.3995
C -0.2966 3.9217 0.1228
C 1.6093 1.5635 -3.0259
C 0.4309 1.1812 -3.9269
C 2.5395 0.3466 -2.9429
C 2.3884 2.7117 -3.6660
C 3.7651 -0.0832 -0.0719
C 4.9089 0.3153 -0.7467
C 5.9089 -0.6217 -0.9533
C 5.7794 -1.9335 -0.5046
C 4.6375 -2.3417 0.1695
C 3.6410 -1.4025 0.3776
C 0.5956 -4.0849 -0.8545
C 1.5739 -3.3754 -1.8054
C 1.2564 -5.3893 -0.3797
C -0.6811 -4.4542 -1.6073
H -1.8470 -2.7244 3.5832
H -0.7787 -1.5566 2.8262
H -0.1189 -2.9903 3.6277
H -1.6720 -5.1152 2.8423
H 0.0066 -5.1966 2.3450
H -1.2846 -5.5207 1.1845
H -3.2124 -3.4877 1.7913
H -2.6211 -3.5459 0.1419
H -2.6120 -2.0226 1.0312
H 2.5172 -3.5759 1.2727
H 1.6286 -2.7450 2.5388
H 3.3052 2.2960 -0.7715
H 2.3009 2.6808 0.6193
H -0.3432 3.9197 -3.2977
H -1.1701 4.9327 -2.1399
H -1.5461 3.2169 -2.2169
H 1.8639 4.7664 -2.4079
H 2.2885 4.5763 -0.7097
H 1.0538 5.7189 -1.1815
H -1.1170 3.2507 0.2642
H -0.6848 4.9381 0.1681
H 0.4047 3.8114 0.9494
H -0.0958 0.3242 -3.5285
H 0.8072 0.9169 -4.9125
H -0.2834 1.9856 -4.0570
H 2.0829 -0.5024 -2.4077
H 3.4854 0.5749 -2.4624
H 2.7569 0.0095 -3.9549
H 1.7448 3.5350 -3.9617
H 2.8764 2.3452 -4.5676
H 3.1673 3.1005 -3.0125
H 5.0408 1.3290 -1.0929
H 6.8086 -0.3228 -1.4682
H 6.5778 -2.6371 -0.6723
H 4.5515 -3.3540 0.5355
H 2.5539 -3.2191 -1.3531
H 1.2027 -2.3988 -2.1365
H 1.7169 -3.9999 -2.6861
H 2.0747 -5.2379 0.3133
H 1.6772 -5.8898 -1.2506
H 0.5517 -6.0738 0.0730
H -1.2306 -3.5845 -1.9383
H -1.3484 -5.0712 -1.0118
H -0.4086 -5.0309 -2.4902
*
```

Computed properties:
HOMO energy (spin up / spin down)   -11.960 / -11.949 eV
Electronic energy   -2883.5881 Ha
Molar mass   937.9 g mol⁻¹
Gap between HOMO and LUMO (spin up / spin down)   5.14 / 5.12 eV

***

Entry 2:
C12H20MnO10 as an isolated structure. Source: the Open Molecules 2025 dataset; level of theory: ωB97M-V/def2-TZVPD.

ORCA input file:
```
! RIJCOSX wB97M-V def2-TZVPD def2/J DEFGRID3
* xyz -1 7
Mn 0.1580 -0.2297 0.5562
C -2.9861 1.4709 -1.7259
C -1.7299 1.1028 -1.0177
C -0.7914 2.2375 -0.4385
O 0.1778 1.8211 0.1763
C -1.1234 3.6256 -0.7223
C -2.2317 3.8846 -1.4840
C -3.1943 2.7957 -1.9872
O -4.2214 3.0650 -2.7202
O -2.5058 5.1639 -1.5720
O -1.3304 -0.0305 -0.9108
H -3.6205 0.6606 -2.0536
H -0.5291 4.3358 -0.1665
C -2.3702 -0.6881 2.1766
C -1.9046 -2.1135 2.0038
O -1.1056 -2.2607 0.8583
O -1.2591 0.1535 2.1335
H -2.8429 -0.5968 3.1545
H -3.0567 -0.4068 1.3781
H -2.6099 -2.9443 2.0268
H -1.3187 -2.4124 2.8730
H -0.7744 -3.1584 0.9362
H -1.4633 0.8453 2.7670
C 0.8672 -1.7769 -2.2255
C 1.8012 -0.8956 -3.0897
O 1.4891 0.4872 -3.0680
O 1.1764 -1.5310 -0.8299
H 1.0595 -2.8235 -2.4617
H -0.1626 -1.5079 -2.4608
H 1.7997 -1.2784 -4.1103
H 2.8139 -0.9642 -2.6924
H 2.0769 0.7929 -3.7627
H 2.1012 -1.7149 -0.6494
C 2.6733 -1.1241 2.4480
C 3.3142 0.0053 1.6324
O 2.4900 0.4716 0.5528
O 1.2223 -1.1572 2.3585
H 3.0289 -1.0543 3.4760
H 3.0164 -2.0865 2.0685
H 4.2755 -0.3144 1.2301
H 3.5851 0.8525 2.2624
H 3.0125 1.0973 0.0456
H 0.9930 -1.7989 3.0347
*
```

Computed properties:
HOMO energy (spin up / spin down)   -0.878 / -3.733 eV
Electronic energy   -2372.5663 Ha
Molar mass   379.2 g mol⁻¹
Gap between HOMO and LUMO (spin up / spin down)   3.04 / 5.82 eV

***

Entry 3:
One molecule with the formula C4H8O2. Source: the Open Molecules 2025 dataset; level of theory: ωB97M-V/def2-TZVPD.

ORCA input file:
```
! RIJCOSX wB97M-V def2-TZVPD def2/J DEFGRID3
* xyz 0 1
C 1.0754 -1.6644 1.0521
C 0.6141 -0.9750 -0.2126
O -0.4237 -0.0665 0.1537
C -0.9034 0.7035 -0.8543
O -1.0122 0.3358 -1.9961
C -1.1333 2.0752 -0.2890
H 1.4461 -0.9387 1.7840
H 0.2550 -2.2226 1.5125
H 1.8881 -2.3566 0.8167
H 1.4274 -0.3821 -0.6552
H 0.2493 -1.6727 -0.9700
H -1.9802 2.0802 0.3995
H -1.2605 2.8359 -1.0585
H -0.2422 2.2481 0.3170
*
```

Computed properties:
HOMO energy   -10.437 eV
Electronic energy   -307.6932 Ha
Structure (SMILES)   CCOC(C)=O
Molar mass   88.1 g mol⁻¹
Gap between HOMO and LUMO   11.39 eV
Relative energy (zero: lowest compared OMol25 entry of this formula, charge and spin)   50.5 kJ/mol

***

Entry 4:
A 2-piece molecular cluster, C4H11NO3 overall. Source: the Open Molecules 2025 dataset; level of theory: ωB97M-V/def2-TZVPD.

ORCA input file:
```
! RIJCOSX wB97M-V def2-TZVPD def2/J DEFGRID3
* xyz 0 1
O -0.3505 -1.3957 1.9844
C -0.6383 -1.4075 0.8249
O -1.5529 -2.1473 0.1970
C 0.1674 -0.6195 -0.2705
C 0.2774 0.8908 0.0441
C 1.7210 1.4026 0.2659
N 1.3866 -1.3816 -0.4561
H -2.2698 -2.5513 0.6825
H -0.4321 -0.8046 -1.1689
H -0.0681 1.5316 -0.7588
H -0.3424 1.0317 0.9371
H 1.7893 1.9264 1.2342
H 2.0401 2.0551 -0.5393
H 2.4850 0.6583 0.4513
H 2.0856 -1.0794 -1.1223
H 1.8056 -1.6014 0.4368
H -2.4322 0.6868 -0.3691
H -3.2697 1.3630 -1.4083
O -2.4021 1.4421 -0.9649
*
```

Computed properties:
HOMO energy   -9.197 eV
Electronic energy   -439.4692 Ha
Structure (SMILES)   CC[C@@H](N)C(=O)O.O
Molar mass   121.1 g mol⁻¹
Gap between HOMO and LUMO   9.60 eV
Relative energy (zero: lowest compared OMol25 entry of this formula, charge and spin)   148.9 kJ/mol

***

Entry 5:
C10H35KO10 as an isolated structure. Source: the Open Molecules 2025 dataset; level of theory: ωB97M-V/def2-TZVPD.

ORCA input file:
```
! RIJCOSX wB97M-V def2-TZVPD def2/J DEFGRID3
* xyz 0 1
K -2.2944 0.2795 3.0308
C 0.0198 0.3846 -0.8721
C 0.1772 0.1318 0.6435
O -0.1566 1.0658 1.4748
O 0.6964 -0.9680 1.0081
H -0.8768 0.9658 -1.0913
H -0.0437 -0.5485 -1.4232
H 0.8955 0.9453 -1.2041
C -3.2523 -1.5592 -1.4724
O -2.7878 -2.7561 -2.0849
H -3.9770 -1.1261 -2.1547
H -3.7492 -1.8182 -0.5267
H -2.4626 -0.8256 -1.3094
H -2.0609 -3.1542 -1.5698
C -0.2371 -3.5100 3.3431
O -0.8921 -2.3949 2.7846
H -0.8059 -3.8279 4.2210
H -0.1773 -4.3404 2.6377
H 0.7716 -3.2553 3.6992
H -0.3299 -1.9917 2.0789
C -4.0899 3.6166 -1.5419
O -3.3024 2.4774 -1.4003
H -4.8290 3.6725 -0.7284
H -3.4976 4.5334 -1.5189
H -4.6363 3.5610 -2.4841
H -2.4194 2.7285 -1.1249
C 3.0457 2.7150 2.5323
O 1.7503 2.4707 3.0190
H 3.4658 3.5066 3.1432
H 3.6781 1.8271 2.6206
H 3.0357 3.0394 1.4860
H 1.2388 1.9378 2.3808
C 1.8183 0.6069 -4.7008
O 3.2231 0.7855 -5.0061
H 1.1631 0.6029 -5.5770
H 1.6201 -0.3339 -4.1476
H 1.5209 1.4114 -4.0222
H 3.4549 0.3134 -5.8094
C 0.4935 -4.9172 -0.9874
O -0.4632 -3.8882 -0.6987
H 0.4593 -5.7030 -0.2162
H 0.1992 -5.4176 -1.9205
H 1.4964 -4.5265 -1.0863
H 0.0237 -3.1076 -0.3738
C -1.6270 4.3589 1.5974
O -1.9067 3.0849 1.1446
H -0.5627 4.6144 1.4985
H -2.2008 5.0672 0.9961
H -1.9015 4.5026 2.6531
H -1.1852 2.4321 1.3121
C 4.0491 -1.1554 1.4365
O 3.2972 -1.9867 0.5999
H 3.5591 -0.9852 2.4131
H 4.9971 -1.6481 1.6274
H 4.2192 -0.1776 0.9732
H 2.3557 -1.7155 0.6976
*
```

Computed properties:
HOMO energy   -9.547 eV
Electronic energy   -1754.2801 Ha
Molar mass   354.5 g mol⁻¹
Gap between HOMO and LUMO   8.77 eV

***

Entry 6:
A 2-piece molecular cluster, C4H10N overall. Source: the Open Molecules 2025 dataset; level of theory: ωB97M-V/def2-TZVPD.

ORCA input file:
```
! RIJCOSX wB97M-V def2-TZVPD def2/J DEFGRID3
* xyz 1 1
C 0.8582 -1.4159 1.6171
C -0.6805 1.1682 -1.0786
C -0.3579 -1.6273 1.1667
C -0.2183 2.2983 -0.5780
N 0.1311 -0.0180 -1.1213
H 1.7265 -1.8124 1.2243
H 1.1009 -0.7934 2.4065
H -1.5838 1.1677 -1.5845
H -1.2031 -1.1908 1.7398
H -0.0784 -0.5433 -1.9766
H -0.7889 3.2250 -0.4050
H 0.8897 2.2892 -0.3472
H -0.2474 -0.6326 -0.3215
H -0.6506 -2.3670 0.4098
H 1.1025 0.2524 -1.1515
*
```

Computed properties:
HOMO energy   -14.878 eV
Electronic energy   -212.8194 Ha
Molar mass   72.1 g mol⁻¹
Gap between HOMO and LUMO   11.47 eV
Relative energy (zero: lowest compared OMol25 entry of this formula, charge and spin)   265.0 kJ/mol

***

Question: What is the formula in the second record?
Answer: C12H20MnO10

***

Question: Among the records above, which one has the lowest electronic energy?
Answer: C42H56BIrN8P2